## A
Computed, not measured: 2 unconnected molecules or ions with the total composition C5H3N, with ωB97M-V/def2-TZVPD.

The spin multiplicity is 1. The SMILES is C#CC#N.C#C. The value obtained for the LUMO energy is 0.126 eV.

Positions of all 9 atoms, in Å:
C: -1.364 1.135 -0.996
C: -1.869 0.256 -0.317
C: -2.628 -0.796 0.161
N: -3.080 -1.758 0.580
H: -0.588 1.713 -1.367
C: 1.320 -0.219 0.256
C: 0.658 -1.196 0.092
H: 1.807 0.674 0.437
H: 0.029 -2.153 -0.092

---

## B
Computed, not measured: a single C5H3N molecule, with ωB97M-V/def2-TZVPD.

The spin multiplicity is 1. The value obtained for the LUMO energy is 0.097 eV.

Positions of all 9 atoms, in Å:
C: -0.208 -0.098 -0.482
C: 0.506 0.237 -1.427
C: 2.038 0.817 -3.465
C: -0.464 -0.079 1.801
C: -1.004 -0.449 0.636
N: 1.401 0.552 -2.469
H: -0.977 -0.323 2.773
H: 0.575 0.334 1.951
H: -1.868 -0.990 0.681

---

Quick one: most stable of them? B

---

## A
Computed, not measured: a molecular structure, C8H8N4O4, with ωB97M-V/def2-TZVPD.

The spin multiplicity is 1. The value obtained for the LUMO energy is -0.088 eV.

Positions of all 24 atoms, in Å:
C: 1.660 -0.495 -2.477
C: 0.642 0.405 -1.703
C: 1.127 1.163 -0.792
C: 3.550 0.488 -1.006
C: -2.765 -0.571 2.742
C: -2.594 0.863 2.683
C: -2.255 1.487 1.553
C: -2.141 -0.546 0.314
H: 3.678 -0.706 -2.800
H: -0.561 0.230 -1.476
H: 0.367 1.748 -0.186
H: 2.835 1.505 0.659
H: -2.609 -2.168 1.571
H: -2.784 1.380 3.541
H: -2.071 2.490 1.552
H: -1.415 1.159 -0.401
N: 3.131 -0.200 -2.141
N: 2.582 1.361 -0.626
N: -2.532 -1.171 1.480
N: -1.938 0.824 0.382
O: 1.370 -1.430 -3.182
O: 4.640 0.305 -0.361
O: -2.854 -1.254 3.770
O: -1.842 -1.135 -0.729

---

## B
Computed, not measured: 2 unconnected molecules or ions with the total composition C8H8N4O4, with ωB97M-V/def2-TZVPD.

The spin multiplicity is 1. The SMILES is O=c1cc[nH]c(=O)[nH]1.O=c1cc[nH]c(=O)[nH]1. The value obtained for the LUMO energy is 0.294 eV.

Positions of all 24 atoms, in Å:
O: -0.201 0.357 5.238
C: -0.580 -0.023 4.115
C: -1.816 -0.662 3.787
C: -2.275 -0.864 2.508
N: -1.565 -0.408 1.439
C: -0.317 0.253 1.577
O: 0.254 0.706 0.625
N: 0.157 0.151 2.909
H: -2.530 -0.898 4.542
H: -3.333 -1.210 2.262
H: -1.952 -0.562 0.454
H: 1.155 0.446 3.072
O: -1.444 -0.184 -3.541
C: -0.274 0.056 -3.098
C: 0.655 1.010 -3.834
C: 1.864 1.222 -3.368
N: 2.395 0.445 -2.300
C: 1.598 -0.515 -1.671
O: 2.071 -1.235 -0.802
N: 0.310 -0.685 -2.096
H: 0.320 1.324 -4.810
H: 2.531 1.968 -3.707
H: 3.228 0.578 -1.794
H: -0.252 -1.270 -1.508

---

Quick one: most stable of them? B